Molecular formula: C38H34Br4ClMgN5O2SSe
Method: DFT, ωB97M-V/def2-TZVPD

Energy above the lowest of the compared OMol25 structures with the same formula, charge and spin = 168.10 kJ/mol
E_tot = -425830.2329 eV
LUMO energy = 3.89 eV
Total charge = -2
Frontier orbital gap = 6.00 eV

Last column: Mulliken charge in e.
Positions of all 87 atoms, in Å:
Mg1 -0.943 0.000 -0.757  1.637
Br1 -3.735 6.069 -2.039  -0.232
C1 -2.885 4.616 -1.162  0.231
C2 -2.878 4.542 0.218  0.303
Br2 -3.649 5.921 1.271  -0.240
C3 -2.245 3.448 0.842  -0.063
Br3 -2.161 3.309 2.738  -0.245
C4 -1.627 2.438 0.120  0.011
O1 -0.989 1.429 0.661  -0.680
C5 -1.615 2.520 -1.331  -0.067
O2 -0.963 1.612 -1.972  -0.631
C6 -2.248 3.617 -1.919  -0.298
Br4 -2.144 3.713 -3.809  -0.196
C7 3.329 -1.908 0.819  -1.766
C8 3.576 -0.425 0.820  0.675
C9 4.799 0.120 0.462  -0.548
C10 5.004 1.494 0.499  -1.137
C11 3.977 2.324 0.917  -0.675
C12 2.732 1.815 1.276  1.145
C13 1.625 2.731 1.732  -1.287
C14 2.538 0.435 1.202  -0.179
N1 1.277 -0.137 1.432  0.990
C15 0.789 -0.311 2.585  1.038
C16 1.483 0.083 3.871  -2.195
C17 -0.534 -1.013 2.680  0.318
C18 -1.050 -1.364 4.057  -1.969
N2 -1.106 -1.298 1.599  1.704
C19 -2.293 -2.088 1.606  -1.162
C20 -3.549 -1.515 1.798  1.224
C21 -3.713 -0.049 2.082  -0.975
C22 -4.666 -2.339 1.708  -0.913
C23 -4.544 -3.697 1.474  -0.913
C24 -3.280 -4.257 1.352  -0.911
C25 -2.142 -3.466 1.422  1.099
C26 -0.767 -4.070 1.343  -1.083
H1 4.149 -2.440 0.335  0.419
H2 2.395 -2.134 0.298  0.220
H3 3.224 -2.286 1.841  0.329
H4 5.594 -0.543 0.139  0.351
H5 5.957 1.911 0.198  0.371
H6 4.130 3.397 0.955  0.408
H7 1.673 3.681 1.200  0.456
H8 1.711 2.946 2.803  0.305
H9 0.642 2.292 1.554  -0.354
H10 2.459 0.510 3.649  0.463
H11 1.619 -0.782 4.522  0.484
H12 0.893 0.825 4.413  0.331
H13 -1.163 -0.464 4.664  0.357
H14 -0.354 -2.032 4.571  0.481
H15 -2.015 -1.859 3.983  0.456
H16 -2.854 0.371 2.601  -0.095
H17 -4.607 0.125 2.685  0.530
H18 -3.817 0.492 1.138  0.195
H19 -5.648 -1.892 1.812  0.423
H20 -5.426 -4.321 1.398  0.362
H21 -3.168 -5.326 1.204  0.389
H22 -0.829 -5.148 1.188  0.450
H23 -0.201 -3.888 2.262  0.288
H24 -0.205 -3.628 0.515  0.023
Se1 0.124 -2.333 -1.964  -0.690
C27 -1.305 -3.212 -2.847  0.402
C28 -1.778 -2.786 -4.089  -0.302
C29 -2.797 -3.486 -4.710  -0.292
N3 -3.381 -4.579 -4.210  -0.708
C30 -2.917 -4.988 -3.028  -0.375
C31 -1.904 -4.360 -2.325  -0.074
H25 -1.349 -1.910 -4.556  0.360
H26 -3.177 -3.150 -5.671  0.326
H27 -3.392 -5.876 -2.618  0.325
H28 -1.576 -4.754 -1.371  0.253
Cl1 -3.148 -0.501 -1.329  -0.634
N4 1.549 2.587 -0.782  0.511
C32 2.388 1.890 -1.575  0.202
N5 2.502 0.609 -1.589  0.218
C33 3.504 0.209 -2.449  -0.871
C34 3.867 -1.109 -2.707  -0.054
C35 4.875 -1.368 -3.621  -0.967
C36 5.539 -0.331 -4.280  -0.451
C37 5.193 0.989 -4.030  -0.523
C38 4.182 1.244 -3.117  0.998
S1 3.514 2.775 -2.628  -0.482
H29 0.803 2.046 -0.362  -0.880
H30 1.258 3.492 -1.118  0.469
H31 3.329 -1.914 -2.221  0.471
H32 5.137 -2.396 -3.838  0.391
H33 6.309 -0.557 -5.008  0.358
H34 5.698 1.801 -4.539  0.362

Molecular formula: C3H7N3OS
Method: DFT, ωB97M-V/def2-TZVPD

Energy above the lowest of the compared OMol25 structures with the same formula, charge and spin = 351.41 kJ/mol
E_tot = -20574.5417 eV
LUMO energy = 0.58 eV
Structure (SMILES) = [H]/N=C(/C=N\S)N(C)O
Total charge = 0
Frontier orbital gap = 9.93 eV

Last column: Mulliken charge in e.
Positions of all 15 atoms, in Å:
C1 2.244 -0.887 0.850  -1.026
C2 -0.183 -0.948 0.391  0.252
C3 -1.431 -0.096 0.432  0.131
H1 2.590 -0.715 -0.171  0.318
H2 2.894 -0.384 1.555  0.294
H3 2.317 -1.981 1.029  0.386
H4 0.862 1.403 0.568  0.323
H5 0.634 -2.554 -0.250  0.231
H6 -2.140 -0.334 1.222  0.374
H7 0.033 0.083 -1.825  0.215
N1 0.890 -0.415 1.067  0.124
N2 -0.242 -2.059 -0.245  -0.640
N3 -1.718 0.834 -0.390  -0.407
O1 0.825 0.932 1.391  -0.389
S1 -0.630 1.256 -1.645  -0.187